# 1
{
  "formula": "C27H28N2SiY",
  "method": "ωB97M-V with the def2-TZVPD basis set",
  "species": ["C", "C", "C", "H", "C", "C", "H", "H", "H", "H", "Y", "C", "H", "H", "H", "Si", "C", "C", "H", "C", "H", "C", "H", "C", "H", "C", "H", "C", "C", "H", "C", "H", "C", "H", "C", "H", "C", "H", "H", "H", "N", "C", "C", "C", "C", "C", "C", "C", "C", "N", "C", "H", "H", "H", "H", "H", "H", "H", "H"],
  "coordinates": [[0.22, 2.21, 1.76], [-0.81, 2.44, 0.81], [-2.04, 2.00, 1.40], [-0.71, 2.85, -0.19], [-1.74, 1.52, 2.71], [-0.34, 1.65, 2.91], [0.18, 1.39, 3.80], [1.26, 2.45, 1.62], [-3.03, 1.98, 0.92], [-2.46, 1.14, 3.42], [-0.63, -0.13, 1.22], [-0.01, -1.90, -0.11], [-0.21, -2.60, 0.75], [1.00, -1.67, -0.24], [-0.47, -2.07, -1.08], [0.11, 1.03, -2.66], [1.49, -0.07, -3.24], [2.60, 0.76, -3.45], [2.63, 1.76, -3.08], [3.69, 0.33, -4.20], [4.43, 1.05, -4.52], [3.81, -1.01, -4.52], [4.67, -1.37, -5.05], [2.81, -1.91, -4.14], [2.96, -2.97, -4.35], [1.67, -1.45, -3.48], [0.95, -2.19, -3.16], [-1.34, 1.04, -3.74], [-0.79, 1.65, -4.89], [0.21, 1.40, -5.23], [-1.46, 2.73, -5.49], [-0.97, 3.33, -6.25], [-2.73, 3.09, -5.04], [-3.25, 3.95, -5.46], [-3.37, 2.32, -4.06], [-4.40, 2.55, -3.75], [-2.69, 1.29, -3.42], [-3.14, 0.69, -2.62], [-0.55, 0.55, -1.39], [0.45, 2.42, -2.59], [-2.04, -1.52, 2.50], [-1.33, -1.76, 3.74], [-2.03, -1.93, 4.91], [-1.29, -2.11, 6.10], [0.09, -2.05, 6.11], [0.83, -1.85, 4.92], [2.22, -1.68, 4.86], [2.85, -1.41, 3.66], [2.10, -1.19, 2.53], [0.76, -1.24, 2.60], [0.10, -1.70, 3.72], [-2.17, -2.36, 1.94], [-2.94, -1.03, 2.61], [-3.13, -1.92, 4.90], [-1.83, -2.28, 7.02], [0.66, -2.13, 7.04], [2.77, -1.77, 5.79], [3.92, -1.34, 3.57], [2.50, -0.97, 1.54]],
  "mulliken_charge": [-0.69, -0.60, -0.68, 0.67, -0.63, -0.70, 0.64, 0.55, 0.46, 0.75, 0.99, -1.43, 0.46, 0.35, 0.23, 0.44, 0.32, -0.29, 0.37, -0.70, 0.39, -0.39, 0.41, -0.49, 0.38, -0.32, 0.34, 0.65, -0.72, 0.40, -0.64, 0.37, -0.43, 0.38, -0.41, 0.35, -0.49, 0.38, -0.27, -0.23, -0.43, 0.69, -0.63, -0.70, -0.90, 0.46, -0.60, -0.89, -0.13, 0.28, 0.36, 0.38, 0.39, 0.41, 0.40, 0.40, 0.44, 0.43, 0.47],
  "max_force_ev_per_a": 3.2,
  "e_tot_ha": -1482.744953,
  "e_lumo_ha": -0.145,
  "homo_lumo_gap_ha": 0.231,
  "charge": 1
}


# 2
{
  "formula": "C24H40F5O18",
  "method": "ωB97M-V with the def2-TZVPD basis set",
  "species": ["F", "C", "C", "O", "C", "O", "O", "F", "H", "H", "H", "C", "C", "O", "C", "O", "O", "F", "H", "H", "H", "C", "C", "O", "C", "O", "O", "F", "H", "H", "H", "C", "C", "O", "C", "O", "O", "F", "H", "H", "H", "C", "O", "C", "C", "O", "C", "C", "O", "C", "H", "H", "H", "H", "H", "H", "H", "H", "H", "H", "H", "H", "H", "H", "C", "O", "C", "C", "O", "C", "C", "O", "C", "H", "H", "H", "H", "H", "H", "H", "H", "H", "H", "H", "H", "H", "H"],
  "coordinates": [[-61.25, 42.02, 71.92], [-63.80, 42.79, 69.69], [-62.95, 41.80, 69.09], [-62.93, 42.04, 67.70], [-63.82, 42.92, 67.44], [-64.13, 43.24, 66.25], [-64.40, 43.45, 68.55], [-63.29, 40.46, 69.25], [-63.39, 43.52, 70.34], [-64.52, 42.15, 70.02], [-61.95, 42.00, 69.42], [-57.79, 40.81, 69.60], [-58.79, 41.88, 69.29], [-59.12, 41.71, 67.89], [-58.15, 40.88, 67.45], [-58.09, 40.65, 66.27], [-57.31, 40.37, 68.32], [-58.61, 43.27, 69.53], [-58.41, 39.91, 70.01], [-57.04, 41.16, 70.30], [-59.84, 41.73, 69.89], [-63.31, 41.30, 74.16], [-62.06, 41.16, 74.99], [-62.47, 40.21, 75.99], [-63.71, 39.81, 75.76], [-64.27, 38.93, 76.12], [-64.26, 40.55, 74.74], [-61.91, 42.44, 75.52], [-63.10, 40.90, 73.09], [-63.73, 42.25, 73.97], [-61.23, 40.95, 74.14], [-60.78, 38.57, 71.06], [-61.35, 38.32, 72.44], [-60.39, 37.71, 73.26], [-59.18, 37.86, 72.63], [-58.18, 37.34, 73.01], [-59.40, 38.39, 71.40], [-62.56, 37.65, 72.35], [-60.91, 39.64, 70.91], [-61.15, 37.71, 70.47], [-61.52, 39.20, 72.73], [-59.42, 46.87, 70.65], [-60.58, 46.73, 71.36], [-60.51, 45.55, 72.16], [-61.98, 45.58, 73.02], [-61.93, 46.59, 73.78], [-62.92, 46.55, 74.89], [-62.77, 47.77, 75.76], [-63.19, 48.93, 74.99], [-63.29, 50.21, 75.64], [-58.58, 46.44, 71.21], [-59.07, 47.91, 70.51], [-59.31, 46.12, 69.74], [-59.67, 45.62, 72.94], [-60.42, 44.71, 71.67], [-62.09, 44.64, 73.45], [-62.67, 45.94, 72.49], [-62.62, 45.69, 75.50], [-64.03, 46.63, 74.69], [-61.78, 47.81, 76.37], [-63.31, 47.56, 76.67], [-63.67, 51.10, 75.09], [-62.30, 50.39, 76.14], [-63.71, 50.11, 76.68], [-52.11, 44.45, 75.24], [-53.27, 44.11, 76.02], [-53.40, 42.92, 76.76], [-53.54, 41.71, 75.94], [-54.72, 41.80, 75.30], [-54.78, 40.74, 74.41], [-56.25, 40.39, 74.12], [-56.91, 41.65, 73.73], [-58.34, 41.41, 73.60], [-51.99, 43.45, 74.45], [-51.16, 44.64, 75.78], [-52.53, 45.47, 74.77], [-54.06, 42.94, 77.48], [-52.37, 42.77, 77.19], [-53.61, 40.70, 76.57], [-52.83, 41.60, 75.07], [-54.32, 39.76, 74.57], [-54.39, 41.08, 73.40], [-56.55, 39.83, 74.81], [-56.34, 39.80, 73.33], [-58.84, 40.72, 74.40], [-58.52, 40.95, 72.57], [-58.89, 42.28, 73.54]],
  "mulliken_charge": [-0.67, -0.37, 1.16, -0.33, 0.59, -0.64, -0.37, -0.35, 0.30, 0.32, -0.40, 0.27, 0.93, -0.31, 0.47, -0.60, -0.35, -0.35, -0.01, 0.33, -0.44, -0.09, 1.57, -0.42, 0.50, -0.38, -0.45, -0.28, -0.07, 0.20, -0.66, 0.20, 1.04, -0.38, 0.60, -0.55, -0.38, -0.33, -0.09, 0.27, -0.52, -0.70, -0.36, -0.72, -0.77, -0.28, -0.30, -0.82, -0.27, -0.79, 0.31, 0.31, 0.19, 0.23, 0.69, 0.25, 0.79, 0.29, 0.23, 0.35, 0.49, 0.25, 0.33, 0.31, -0.52, -0.36, -0.74, -0.33, -0.17, -0.72, -1.25, -0.32, -0.50, 0.20, 0.25, 0.18, 0.46, 0.35, 0.26, 0.28, 0.42, 0.26, 0.76, 0.77, 0.27, 0.05, 0.37],
  "max_force_ev_per_a": 10.8,
  "e_tot_ha": -2791.737074,
  "e_lumo_ha": 0.083,
  "homo_lumo_gap_ha": 0.345,
  "charge": -1
}


# 3
{
  "formula": "C5H11O2",
  "method": "ωB97M-V with the def2-TZVPD basis set",
  "species": ["C", "C", "O", "O", "H", "H", "H", "C", "C", "C", "H", "H", "H", "H", "H", "H", "H", "H"],
  "coordinates": [[-0.33, -2.70, -1.52], [-1.64, -1.96, -1.99], [-2.12, -2.15, -3.11], [-2.13, -1.36, -1.04], [-0.61, -3.71, -1.93], [-0.23, -2.76, -0.42], [0.57, -2.21, -1.97], [0.15, 1.23, 0.99], [1.36, 1.21, 0.04], [0.23, 2.16, 2.21], [-0.73, 1.39, 0.41], [-0.18, 0.13, 1.29], [1.96, 2.11, 0.08], [-0.78, 2.14, 2.49], [0.85, 1.87, 3.11], [0.93, 1.16, -0.98], [2.07, 0.38, 0.29], [0.63, 3.06, 2.05]],
  "mulliken_charge": [-0.70, 0.67, -0.58, -0.22, 0.28, 0.31, 0.24, -0.07, -1.00, -1.30, 0.31, 0.18, 0.36, 0.33, 0.29, 0.26, 0.24, 0.42],
  "max_force_ev_per_a": 5.0,
  "e_tot_ha": -347.471698,
  "spin_multiplicity": 2,
  "e_lumo_ha": [0.027, -0.122],
  "homo_lumo_gap_ha": [0.420, 0.266],
  "charge": 0
}


# 4
{
  "formula": "C3H5NO",
  "method": "ωB97M-V with the def2-TZVPD basis set",
  "species": ["O", "C", "C", "C", "N", "H", "H", "H", "H", "H"],
  "coordinates": [[-0.29, 0.19, 2.11], [-0.88, 0.15, 1.06], [-0.38, -0.46, -0.20], [0.61, 0.41, -0.90], [0.99, -0.90, -0.39], [-1.86, 0.66, 0.92], [-1.12, -0.99, -0.80], [0.54, 0.52, -1.98], [0.96, 1.29, -0.35], [1.53, -0.80, 0.47]],
  "mulliken_charge": [-0.48, -0.02, 0.09, -0.45, -0.58, 0.31, 0.34, 0.25, 0.25, 0.30],
  "smiles": "O=C[C@H]1CN1",
  "max_force_ev_per_a": 0.5,
  "e_tot_ha": -247.250693,
  "e_lumo_ha": 0.037,
  "homo_lumo_gap_ha": 0.407,
  "charge": 0
}


# 5
{
  "formula": "CHN3O3",
  "method": "ωB97M-V with the def2-TZVPD basis set",
  "species": ["N", "C", "N", "O", "N", "O", "O", "H"],
  "coordinates": [[2.60, 0.51, 0.84], [1.69, -0.01, 0.38], [0.73, -0.71, -0.23], [-0.16, 0.03, -1.00], [-1.44, 0.51, -0.19], [-1.52, -0.07, 0.87], [-2.12, 1.27, -0.76], [0.22, -1.52, 0.08]],
  "mulliken_charge": [-0.34, 0.42, -0.21, -0.31, 1.08, -0.48, -0.47, 0.32],
  "smiles": "N#CNO[N+](=O)[O-]",
  "max_force_ev_per_a": 3.0,
  "e_tot_ha": -428.471385,
  "e_lumo_ha": -0.015,
  "homo_lumo_gap_ha": 0.381,
  "charge": 0
}


# 6
{
  "formula": "C13H36Cu3O15",
  "method": "ωB97M-V with the def2-TZVPD basis set",
  "species": ["Cu", "Cu", "Cu", "C", "O", "O", "O", "C", "C", "O", "O", "H", "H", "H", "H", "H", "H", "C", "C", "O", "O", "H", "H", "H", "H", "H", "H", "C", "C", "O", "O", "H", "H", "H", "H", "H", "H", "C", "C", "O", "O", "H", "H", "H", "H", "H", "H", "C", "C", "O", "O", "H", "H", "H", "H", "H", "H", "C", "C", "O", "O", "H", "H", "H", "H", "H", "H"],
  "coordinates": [[1.76, -0.62, 2.88], [-1.84, 2.32, 1.76], [-1.04, -2.06, 2.38], [0.12, 0.22, 1.00], [-0.20, 0.39, 2.14], [-0.20, 1.04, 0.18], [0.72, -0.77, 0.69], [-4.12, 1.14, -2.79], [-2.82, 1.49, -2.30], [-1.97, 0.38, -2.20], [-4.00, 0.33, -4.01], [-4.77, 1.94, -3.14], [-4.63, 0.47, -2.10], [-2.77, 2.08, -1.38], [-2.36, 2.18, -3.01], [-1.31, 0.59, -1.53], [-3.32, -0.32, -3.80], [1.64, 3.26, -1.75], [1.78, 3.95, -0.35], [1.81, 3.08, 0.66], [0.24, 2.71, -1.81], [2.50, 2.65, -2.01], [1.67, 3.99, -2.56], [1.10, 4.76, -0.10], [2.78, 4.40, -0.36], [1.08, 2.46, 0.57], [0.13, 2.12, -1.06], [2.11, -1.85, -1.94], [1.66, -3.43, -2.04], [2.67, -4.34, -1.75], [2.75, -1.73, -0.59], [1.29, -1.14, -1.88], [2.73, -1.55, -2.79], [0.99, -3.59, -2.88], [1.09, -3.49, -1.11], [2.66, -4.97, -2.48], [2.10, -1.36, 0.00], [5.56, 0.02, 0.10], [4.77, 1.09, 0.93], [3.55, 0.43, 1.27], [4.94, -0.22, -1.21], [5.51, -0.89, 0.68], [6.58, 0.29, -0.19], [4.58, 1.96, 0.31], [5.33, 1.41, 1.82], [3.03, 0.47, 0.46], [4.30, -0.90, -0.99], [-1.75, -2.72, -0.75], [-1.78, -3.80, -1.82], [-3.07, -4.44, -1.89], [-1.92, -3.29, 0.53], [-2.56, -2.00, -0.86], [-0.83, -2.13, -0.69], [-0.95, -4.50, -1.72], [-1.41, -3.40, -2.77], [-3.27, -4.66, -0.98], [-1.40, -4.09, 0.60], [-3.45, 2.14, 5.07], [-3.16, 0.65, 5.33], [-3.12, -0.17, 4.22], [-2.45, 2.52, 4.05], [-3.35, 2.74, 5.98], [-4.42, 2.40, 4.65], [-3.97, 0.22, 5.91], [-2.22, 0.40, 5.81], [-2.59, 0.31, 3.58], [-2.51, 3.48, 4.02]],
  "mulliken_charge": [0.60, 0.61, 0.70, 0.86, -1.13, -0.08, -0.59, -0.62, 0.19, -0.45, -0.54, 0.32, 0.27, 0.11, 0.25, -0.06, 0.32, -0.37, -0.48, -0.47, -0.53, 0.13, 0.40, 0.24, 0.36, 0.24, 0.49, -0.15, -0.19, -0.50, -0.69, -0.01, 0.54, 0.51, -0.10, 0.36, 0.62, -0.30, -0.28, -0.21, -0.26, 0.27, 0.42, 0.15, 0.39, 0.07, 0.47, 0.62, -0.70, -0.50, -0.56, 0.23, -0.61, 0.40, 0.40, 0.35, 0.40, -0.31, -0.48, -0.48, -0.51, 0.35, 0.32, 0.32, 0.28, 0.28, 0.32],
  "max_force_ev_per_a": 9.7,
  "e_tot_ha": -6566.036394,
  "spin_multiplicity": 2,
  "e_lumo_ha": [-0.284, -0.411],
  "homo_lumo_gap_ha": [0.217, 0.091],
  "charge": 2
}


# 7
{
  "formula": "F2NOP",
  "method": "ωB97M-V with the def2-TZVPD basis set",
  "species": ["N", "O", "F", "F", "P"],
  "coordinates": [[-0.24, 0.22, -0.15], [0.24, 0.34, -1.23], [1.59, -1.26, 0.48], [-1.79, 1.42, -0.22], [0.21, -0.72, 1.12]],
  "mulliken_charge": [0.60, -0.29, -0.21, -0.49, 0.40],
  "max_force_ev_per_a": 3.4,
  "e_tot_ha": -670.920200,
  "e_lumo_ha": -0.099,
  "homo_lumo_gap_ha": 0.290,
  "charge": 0
}


# 8
{
  "formula": "C3H4ClF",
  "method": "ωB97M-V with the def2-TZVPD basis set",
  "species": ["F", "C", "C", "C", "Cl", "H", "H", "H", "H"],
  "coordinates": [[-0.57, 1.72, 0.64], [0.16, 0.79, 0.05], [-0.63, -0.24, -0.63], [0.25, -0.48, 0.68], [1.76, -1.35, 0.22], [1.05, 1.18, -0.35], [-0.25, -0.51, -1.58], [-1.68, -0.55, -0.72], [-0.09, -0.55, 1.70]],
  "mulliken_charge": [-0.29, 0.06, -0.69, -0.11, -0.21, 0.36, 0.25, 0.26, 0.37],
  "smiles": "F[C@@H]1C[C@H]1Cl",
  "max_force_ev_per_a": 2.8,
  "e_tot_ha": -676.694867,
  "e_lumo_ha": 0.042,
  "homo_lumo_gap_ha": 0.413,
  "charge": 0
}